{"formula": "CH3FNO2S", "method": "ωB97M-V/def2-TZVPD", "multiplicity": 1, "homo_energy_ev": -3.62, "total_charge": -1, "relative_energy_kcal_mol": 85.4, "gap_ha": 0.2853, "elements": ["N", "F", "S", "H", "H", "H", "O", "O", "C"], "positions_angstrom": [[0.451, -1.627, -0.088], [-1.924, 0.778, 0.741], [0.814, 0.180, 0.143], [-0.651, -1.843, 0.097], [-0.981, 2.301, -0.325], [0.538, -1.763, -1.084], [1.019, 0.364, 1.609], [2.010, 0.367, -0.659], [-1.276, 1.245, -0.434]], "forces_ev_per_angstrom": [[-2.821, 0.597, 1.129], [0.683, 1.192, -0.806], [-1.742, 0.122, 1.794], [3.364, 1.114, -0.369], [0.297, 0.071, 1.153], [0.130, 0.096, -0.465], [-0.291, -0.660, -1.650], [0.235, -0.203, -0.546], [0.144, -2.329, -0.241]], "nbo_charge": [-1.07, -0.43, 1.85, 0.36, 0.07, 0.35, -1.00, -1.00, -0.13]}



{"formula": "C2H12N4O", "method": "ωB97M-V/def2-TZVPD", "multiplicity": 1, "homo_energy_ev": -6.78, "total_charge": 0, "relative_energy_kcal_mol": 72.6, "gap_ha": 0.2828, "elements": ["N", "H", "H", "H", "H", "H", "C", "C", "H", "H", "N", "H", "N", "O", "H", "N", "H", "H", "H"], "positions_angstrom": [[1.057, 0.926, 0.532], [1.372, -2.716, -0.379], [-1.843, 1.670, -1.077], [0.749, -0.049, 0.366], [-0.029, -3.448, -0.755], [-0.765, 1.664, 0.275], [-1.981, 0.099, 0.155], [1.862, 1.379, -0.610], [1.259, 1.306, -1.518], [2.771, 0.789, -0.778], [0.470, -2.561, -0.833], [-2.506, -0.498, -0.578], [-1.767, -0.448, 1.346], [-0.238, -1.609, -0.053], [1.615, 0.940, 1.379], [-1.668, 1.363, -0.134], [-1.260, -1.375, 1.155], [2.152, 2.424, -0.482], [-1.251, 0.144, 1.988]], "forces_ev_per_angstrom": [[0.066, 0.026, -0.021], [-0.142, -0.021, 0.004], [-0.023, -0.054, 0.055], [0.025, 0.059, -0.007], [0.077, 0.097, 0.045], [-0.125, -0.051, 0.033], [0.228, 0.134, 0.275], [-0.012, -0.038, 0.061], [0.023, -0.001, 0.030], [-0.084, 0.037, 0.030], [-0.006, 0.032, 0.001], [0.019, 0.002, -0.005], [0.037, 0.253, -0.272], [-0.006, -0.073, -0.033], [-0.004, -0.014, -0.079], [0.015, -0.319, 0.036], [-0.045, -0.038, -0.092], [-0.019, -0.057, -0.001], [-0.026, 0.024, -0.061]], "nbo_charge": [-0.91, 0.30, 0.40, 0.42, 0.31, 0.44, 0.44, -0.41, 0.19, 0.18, -0.54, 0.21, -0.78, -0.85, 0.35, -0.79, 0.47, 0.18, 0.38]}



{"formula": "C28H72N8O12", "method": "ωB97M-V/def2-TZVPD", "multiplicity": 1, "smiles": "CNC(C)=O.CNC(C)=O.CNC(C)=O.CNC(C)=O.CNC(C)=O.CNC(C)=O.CNC(C)=O.CNC(C)=O.CO.CO.CO.CO", "homo_energy_ev": -9.14, "total_charge": 0, "relative_energy_kcal_mol": 9.4, "gap_ha": 0.3515, "elements": ["N", "C", "H", "C", "H", "H", "H", "C", "C", "C", "O", "H", "H", "H", "H", "H", "H", "H", "H", "H", "N", "H", "O", "H", "C", "C", "C", "H", "H", "H", "H", "O", "H", "C", "C", "H", "H", "H", "C", "C", "O", "N", "H", "H", "H", "C", "H", "H", "H", "H", "H", "O", "O", "C", "N", "C", "H", "H", "N", "H", "H", "O", "H", "H", "O", "H", "H", "H", "H", "H", "C", "H", "C", "C", "H", "H", "H", "C", "H", "H", "H", "H", "H", "N", "H", "C", "C", "H", "C", "H", "H", "C", "N", "H", "H", "H", "C", "H", "H", "H", "O", "H", "O", "H", "N", "O", "O", "H", "C", "C", "H", "H", "H", "H", "H", "C", "H", "H", "H", "C"], "positions_angstrom": [[14.640, 7.040, 10.265], [13.138, 14.085, 14.413], [11.169, 10.598, 11.703], [21.078, 8.818, 14.556], [13.622, 5.580, 9.318], [18.098, 5.251, 12.485], [16.888, 9.000, 10.901], [9.215, 14.124, 11.668], [17.329, 15.993, 17.003], [19.291, 10.582, 14.237], [18.473, 9.700, 14.258], [13.054, 15.422, 11.627], [11.542, 13.399, 6.727], [15.606, 10.225, 16.261], [18.374, 4.737, 14.206], [14.833, 6.709, 11.205], [19.266, 12.559, 15.175], [13.369, 14.410, 8.705], [19.338, 6.030, 13.359], [7.215, 9.511, 14.277], [14.144, 15.025, 8.834], [17.183, 7.150, 10.767], [12.772, 10.872, 13.061], [15.108, 12.039, 16.365], [18.379, 5.574, 13.510], [10.895, 14.201, 7.033], [16.867, 8.095, 10.303], [8.427, 13.744, 11.004], [20.870, 8.442, 15.527], [17.334, 16.998, 16.633], [14.470, 12.244, 9.750], [15.425, 11.331, 14.423], [11.055, 9.561, 13.059], [15.439, 7.785, 14.281], [11.801, 10.044, 12.369], [9.826, 14.040, 6.710], [17.000, 15.602, 13.136], [14.582, 14.636, 12.008], [9.619, 12.953, 15.418], [8.090, 8.795, 14.432], [11.019, 14.397, 8.427], [12.638, 9.751, 8.627], [18.319, 15.181, 14.261], [14.448, 11.146, 14.278], [10.370, 18.246, 11.084], [16.224, 15.259, 16.297], [16.179, 8.411, 14.859], [11.274, 15.125, 6.565], [13.291, 13.848, 11.061], [15.036, 8.459, 13.489], [13.343, 13.349, 13.619], [8.303, 8.073, 13.302], [15.590, 5.701, 13.095], [18.979, 12.048, 14.195], [20.610, 10.229, 14.457], [10.284, 16.368, 12.094], [10.081, 15.397, 10.317], [10.819, 8.743, 8.259], [9.845, 15.330, 11.265], [15.710, 14.341, 14.546], [7.808, 8.128, 15.316], [11.953, 11.884, 9.023], [14.911, 16.715, 7.897], [20.535, 8.192, 13.796], [15.174, 14.868, 16.864], [13.787, 13.701, 15.269], [13.482, 15.067, 14.080], [12.999, 7.273, 8.847], [18.229, 15.542, 16.689], [14.590, 7.502, 14.861], [11.082, 17.436, 11.347], [8.966, 9.394, 14.628], [14.665, 15.707, 7.663], [15.534, 7.810, 9.579], [9.133, 13.211, 14.557], [14.828, 10.441, 9.453], [15.527, 15.212, 7.288], [13.844, 14.792, 11.231], [13.989, 11.046, 10.942], [13.423, 9.176, 8.489], [11.928, 17.805, 11.968], [17.523, 16.712, 14.340], [8.994, 14.292, 12.677], [11.754, 14.117, 14.837], [12.442, 9.361, 11.743], [14.135, 11.208, 9.871], [11.462, 9.501, 7.813], [9.140, 7.652, 13.266], [15.686, 11.272, 15.853], [11.338, 15.018, 14.606], [17.265, 16.134, 18.103], [14.416, 15.486, 10.076], [16.303, 15.099, 14.969], [11.554, 16.914, 10.479], [17.470, 8.257, 9.451], [21.206, 11.023, 14.546], [11.104, 12.919, 15.121], [22.115, 8.781, 14.236], [13.856, 15.751, 6.936], [10.827, 10.382, 7.643], [15.151, 16.470, 10.195], [10.012, 13.369, 11.646], [11.694, 11.865, 15.269], [19.496, 12.460, 13.288], [17.511, 6.620, 13.986], [10.200, 16.306, 13.344], [15.428, 8.310, 8.439], [9.272, 11.972, 15.792], [17.347, 15.684, 14.165], [13.386, 6.605, 9.647], [11.762, 8.975, 6.835], [12.620, 6.537, 10.417], [16.716, 11.591, 15.902], [12.360, 11.178, 13.889], [17.926, 12.206, 14.093], [12.829, 11.011, 9.145], [11.232, 13.592, 8.856], [17.922, 7.454, 14.434], [9.405, 13.659, 16.185], [16.184, 6.578, 13.729]], "forces_ev_per_angstrom": [[-0.193, 1.455, -1.426], [1.510, -1.587, 1.126], [-0.129, 0.756, -0.592], [-1.003, 1.170, -2.065], [-0.773, 0.358, -0.499], [-0.255, -0.039, 0.766], [-0.236, -0.208, 0.449], [1.466, -1.017, -0.653], [-0.828, 0.521, 0.566], [1.639, -0.943, 1.707], [-1.666, -0.901, -0.555], [0.030, 0.436, 0.366], [0.053, -0.579, -0.352], [-0.187, 1.110, -0.258], [0.321, -0.150, -0.202], [0.304, 0.046, -0.133], [0.076, -0.615, -1.446], [-0.370, -0.387, 0.020], [0.804, -0.155, 0.372], [1.096, -0.984, 0.048], [0.167, 0.073, 0.145], [0.111, 0.651, 0.512], [-0.859, -0.598, -0.488], [-0.310, -0.350, 0.346], [-0.275, 0.163, -0.897], [-0.563, 0.829, -0.142], [-1.161, -1.352, -0.469], [-0.075, 0.637, 0.420], [0.173, -0.502, 0.843], [0.133, 0.716, -0.471], [0.135, -0.337, -0.180], [-1.766, -0.399, 0.606], [1.156, -0.077, -0.393], [1.442, 1.413, -0.382], [1.070, -0.496, 0.500], [1.062, 0.003, 0.323], [0.314, 0.038, -0.130], [0.149, 0.074, -0.005], [1.378, -1.162, 1.638], [-1.558, 0.806, 2.057], [-0.626, 1.840, -0.206], [-1.467, 2.328, 0.177], [-0.137, -0.108, -0.064], [1.687, 0.233, 0.053], [0.781, -0.350, -0.142], [-3.536, -0.586, 1.955], [-1.132, -0.493, -0.386], [-0.323, -0.322, -0.034], [0.635, 0.241, -0.358], [0.447, -0.620, 0.237], [-0.447, 0.293, -0.054], [-1.393, -0.673, -2.281], [0.814, 0.169, 0.091], [1.028, 0.862, 0.076], [-0.657, 0.150, -0.647], [0.486, -2.163, 1.106], [0.419, 0.240, -1.468], [-0.103, 0.031, 0.447], [0.138, 2.628, 1.014], [0.804, 1.351, 0.810], [0.506, 0.919, -0.832], [0.807, -0.482, 0.383], [0.307, 0.744, 0.396], [0.251, 0.709, 0.785], [2.114, 0.336, -0.208], [-0.764, 0.894, -0.908], [-0.237, -0.099, 0.322], [0.716, -0.699, 0.537], [1.404, -0.407, 0.000], [-0.447, -0.387, 0.628], [0.072, -0.507, 0.071], [0.272, 0.396, 0.715], [-1.437, -0.212, 0.194], [0.884, 0.826, 0.530], [-1.594, 0.708, -2.147], [-0.058, 0.865, 0.507], [0.693, -0.430, -0.518], [-1.479, -1.033, 0.828], [-0.024, -0.086, -0.029], [1.260, -0.693, -0.113], [-0.888, -0.099, -0.210], [-0.157, 1.116, 0.458], [-1.125, -0.218, 1.471], [-0.262, -1.127, -0.525], [-1.096, 0.137, 0.745], [0.019, -0.487, -0.491], [-0.012, -1.611, -1.477], [1.119, -0.442, 0.296], [0.155, -0.319, -1.203], [-0.952, -0.733, 0.238], [-0.324, -0.839, -0.815], [1.301, 1.189, -1.432], [0.302, -0.853, -1.060], [-0.594, 0.871, 0.260], [1.179, 0.292, -0.687], [0.876, -0.118, 0.041], [-0.350, 2.318, 0.793], [0.199, 0.002, 0.505], [0.203, -0.203, -0.308], [0.724, -0.185, 0.010], [-0.234, -0.505, 0.632], [-0.254, -0.397, 0.144], [0.985, -0.670, -0.348], [-0.319, 0.133, 1.029], [-0.280, 0.099, -0.063], [-0.217, 0.272, -2.156], [-1.292, -1.059, 1.299], [0.408, 0.406, -0.423], [0.085, -1.399, -1.031], [0.353, -0.656, 0.203], [-0.278, 1.225, 1.132], [-0.046, 0.038, 0.047], [0.446, -0.132, 0.402], [-0.048, 0.178, 0.069], [-0.648, -0.162, -0.258], [-0.746, -0.287, -0.372], [0.366, -1.786, 0.532], [-0.532, -0.693, -0.545], [-0.161, 0.807, 0.485], [-0.945, 1.068, 0.072]], "lowdin_charge": [0.03, -0.10, 0.06, -0.05, 0.09, 0.09, 0.08, -0.07, 0.00, -0.55, 0.05, 0.07, 0.07, 0.09, 0.09, 0.10, 0.11, 0.09, 0.06, 0.10, 0.03, 0.08, -0.18, 0.06, -0.07, -0.14, 0.02, 0.10, 0.07, 0.08, 0.07, -0.17, 0.08, 0.01, -0.11, 0.10, 0.09, 0.07, 0.03, -0.21, -0.15, 0.03, 0.08, 0.06, 0.09, -0.52, 0.07, 0.08, 0.09, 0.09, 0.07, -0.11, 0.00, -0.01, 0.00, -0.47, 0.07, 0.07, 0.01, 0.14, 0.10, -0.01, 0.07, 0.08, -0.01, 0.08, 0.08, 0.07, 0.06, 0.07, 0.00, 0.05, -0.05, -0.51, 0.03, 0.08, 0.08, 0.00, 0.07, 0.05, 0.10, 0.07, 0.04, 0.06, 0.08, 0.03, -0.07, 0.06, -0.12, 0.11, 0.11, -0.56, 0.02, 0.08, 0.06, 0.11, -0.48, 0.08, 0.08, 0.08, 0.02, 0.09, 0.03, 0.10, 0.01, -0.02, -0.02, 0.09, -0.08, -0.05, 0.11, 0.08, 0.05, 0.00, 0.05, -0.48, 0.00, 0.11, 0.08, -0.55]}



{"formula": "CHFNO2S", "method": "ωB97M-V/def2-TZVPD", "multiplicity": 1, "homo_energy_ev": -4.18, "total_charge": -1, "relative_energy_kcal_mol": 22.2, "gap_ha": 0.3037, "elements": ["H", "F", "S", "O", "O", "N", "C"], "positions_angstrom": [[1.327, 0.567, -0.354], [1.782, 0.702, 1.723], [-1.428, -0.657, -0.545], [-1.732, 0.421, -1.501], [-0.462, -1.582, -1.068], [-0.308, 0.062, 1.017], [0.822, 0.488, 0.728]], "forces_ev_per_angstrom": [[-0.939, 0.076, 2.448], [-0.011, 0.332, -0.395], [-1.200, 1.087, 0.575], [0.316, 0.177, 0.524], [1.307, -1.304, -0.671], [1.054, 0.895, -0.620], [-0.527, -1.262, -1.860]], "nbo_charge": [0.12, -0.41, 1.63, -1.01, -1.01, -0.71, 0.39]}